1.
# C27H66N6O3

6 unconnected molecules or ions with the total composition C27H66N6O3 (ωB97M-V/def2-TZVPD, the OMol25 dataset).

The geometry in ORCA input format:
```
! wB97M-V def2-TZVPD RIJCOSX def2/J DEFGRID3
* xyz 0 1
C -3.66 -1.59 -0.18
C -3.35 -1.36 1.31
N -2.03 -1.86 1.89
C -2.11 -1.78 3.30
C -2.10 -0.34 3.87
C -1.90 -3.22 1.45
C -0.60 -3.88 1.82
H -3.85 -2.63 -0.37
H -2.74 -1.25 -0.64
H -4.46 -0.94 -0.43
H -3.47 -0.26 1.41
H -4.21 -1.73 1.95
H -3.01 -2.13 3.72
H -1.36 -2.45 3.84
H -1.36 0.31 3.41
H -3.08 0.10 3.84
H -1.77 -0.33 4.91
H -1.90 -3.25 0.36
H -2.67 -3.82 1.83
H 0.16 -3.20 1.46
H -0.42 -4.87 1.42
H -0.39 -4.01 2.89
C -1.50 2.18 -0.04
C -1.34 3.16 -1.19
N -0.58 2.54 -2.32
C -1.08 1.28 -2.87
C -2.59 1.11 -3.37
C -0.27 3.46 -3.36
C 1.06 3.12 -4.04
H -1.73 2.58 0.94
H -0.55 1.65 0.02
H -2.32 1.49 -0.29
H -2.29 3.46 -1.57
H -0.80 4.06 -0.89
H -0.47 1.01 -3.71
H -0.97 0.62 -2.00
H -2.79 0.05 -3.48
H -3.38 1.46 -2.63
H -2.76 1.57 -4.34
H -0.19 4.47 -3.01
H -1.14 3.35 -4.11
H 1.35 3.68 -4.91
H 1.11 2.04 -4.29
H 1.81 3.23 -3.30
C 2.66 -0.81 -4.16
C 2.01 -2.17 -3.84
N 0.77 -2.41 -4.63
C 1.06 -2.60 -6.07
C 0.53 -1.56 -7.11
C -0.15 -3.37 -4.08
C -0.56 -3.21 -2.63
H 3.59 -0.75 -3.64
H 1.95 -0.10 -3.76
H 2.92 -0.64 -5.26
H 2.77 -2.96 -4.04
H 1.69 -2.11 -2.81
H 2.14 -2.61 -6.07
H 0.67 -3.58 -6.34
H 0.90 -0.51 -6.86
H 0.94 -1.89 -8.07
H -0.49 -1.49 -7.05
H 0.29 -4.36 -4.18
H -1.04 -3.31 -4.66
H -1.23 -4.04 -2.37
H -1.17 -2.28 -2.56
H 0.23 -3.22 -1.88
C 1.91 -0.48 -0.61
N 2.14 0.78 0.18
C 2.53 2.03 -0.44
C 1.88 0.79 1.48
O 2.05 1.76 2.20
H 2.88 -0.93 -0.92
H 1.42 -0.26 -1.53
H 1.28 -1.14 -0.03
H 1.68 2.48 -0.94
H 2.94 2.70 0.30
H 3.28 1.80 -1.22
H 1.61 -0.24 1.97
C 0.06 2.82 5.62
N -1.06 3.69 5.68
C -2.05 3.53 4.63
C -1.20 4.64 6.71
O -2.11 5.40 6.85
H 0.84 3.15 6.38
H 0.52 2.82 4.62
H -0.19 1.76 5.74
H -1.60 3.68 3.67
H -2.50 2.56 4.75
H -2.80 4.28 4.83
H -0.32 4.60 7.43
C 4.09 0.18 4.21
N 3.27 -0.98 3.88
C 1.92 -1.04 4.50
C 3.55 -1.70 2.72
O 2.89 -2.57 2.21
H 4.36 0.22 5.28
H 3.55 1.12 3.91
H 5.05 0.14 3.64
H 1.47 -0.03 4.44
H 1.35 -1.78 3.88
H 2.03 -1.48 5.52
H 4.48 -1.38 2.25
*
```

Properties
SMILES	CCN(CC)CC.CCN(CC)CC.CCN(CC)CC.CN(C)C=O.CN(C)C=O.CN(C)C=O
orbital gap	8.96	eV
relative energy (zero: lowest compared OMol25 entry of this formula, charge and spin)	79.7	kcal per mole

=====

2.
# C5H10N2O3

A single C5H10N2O3 molecule (ωB97M-V/def2-TZVPD, the OMol25 dataset).

The geometry in ORCA input format:
```
! wB97M-V def2-TZVPD RIJCOSX def2/J DEFGRID3
* xyz 0 1
C 2.29 1.09 -0.55
C 1.62 -0.08 0.18
N 1.70 -1.37 -0.50
C 0.13 0.27 0.46
O -0.22 1.41 0.75
N -0.73 -0.76 0.38
C -2.11 -0.65 0.78
C -3.00 0.10 -0.22
O -3.98 -0.42 -0.71
O -2.62 1.34 -0.51
H 2.15 2.01 0.00
H 3.36 0.89 -0.67
H 1.87 1.20 -1.55
H 2.07 -0.20 1.15
H 1.63 -1.26 -1.48
H 2.62 -1.78 -0.34
H -0.32 -1.67 0.12
H -2.16 -0.10 1.76
H -2.52 -1.63 0.93
H -1.79 1.60 0.01
*
```

Properties
SMILES	C[C@H](N)C(=O)NCC(=O)O
orbital gap	10.39	eV
relative energy (zero: lowest compared OMol25 entry of this formula, charge and spin)	2.3	kcal per mole

=====

3.
# C2H6NO2P

2 unconnected molecules or ions with the total composition C2H6NO2P (ωB97M-V/def2-TZVPD, the OMol25 dataset).

The geometry in ORCA input format:
```
! wB97M-V def2-TZVPD RIJCOSX def2/J DEFGRID3
* xyz 0 1
C -1.20 -0.83 0.08
C 1.75 -0.52 0.03
N 0.74 0.13 0.82
O -1.30 -1.99 0.07
O 0.45 1.40 0.25
P -2.11 0.70 0.03
H 2.57 0.17 -0.17
H 2.12 -1.36 0.61
H 1.39 -0.89 -0.94
H 0.31 1.99 1.00
H -3.22 0.13 -0.60
H -1.51 1.09 -1.16
*
```

Properties
orbital gap (alpha / beta)	7.50 / 8.26	eV
relative energy (zero: lowest compared OMol25 entry of this formula, charge and spin)	128.3	kcal per mole

=====

4.
# C29H31ClCuN7OSe

A molecular structure, C29H31ClCuN7OSe (ωB97M-V/def2-TZVPD, the OMol25 dataset).

The geometry in ORCA input format:
```
! wB97M-V def2-TZVPD RIJCOSX def2/J DEFGRID3
* xyz 0 1
Cu 2.54 -1.43 -1.99
Se 4.02 3.97 3.50
N 3.30 2.34 3.58
C 3.20 1.91 2.35
C 2.66 0.60 2.01
C 2.23 -0.32 2.96
C 1.76 -1.55 2.54
C 1.73 -1.82 1.18
N 2.12 -0.95 0.26
C 2.58 0.24 0.65
C 3.01 1.17 -0.40
N 2.84 0.76 -1.67
C 3.23 1.57 -2.65
C 3.81 2.81 -2.42
C 3.99 3.24 -1.12
C 3.57 2.41 -0.09
C 3.66 2.80 1.32
N 4.14 3.95 1.72
H 2.28 -0.06 4.01
H 1.42 -2.29 3.25
H 1.39 -2.78 0.81
H 3.08 1.19 -3.65
H 4.11 3.43 -3.26
H 4.42 4.20 -0.89
C 4.11 -2.45 -2.57
H 5.03 -2.11 -2.07
H 4.29 -2.34 -3.65
H 4.05 -3.53 -2.39
C -3.77 -2.45 2.37
C -3.12 -2.36 0.98
C -4.02 -3.14 0.01
C -1.75 -3.06 1.06
C -2.98 -0.86 0.54
O -4.24 -0.20 0.72
C -1.88 -0.15 1.35
C -2.00 1.38 1.50
C -1.56 2.19 0.32
C -0.20 2.44 0.11
C 0.24 3.16 -0.99
C -0.69 3.64 -1.90
Cl -0.14 4.53 -3.29
C -2.05 3.43 -1.71
C -2.47 2.72 -0.59
C -2.82 -0.68 -0.99
N -1.61 -1.21 -1.59
C -0.39 -0.66 -1.65
N 0.44 -1.47 -2.28
C -0.35 -2.52 -2.61
N -1.60 -2.41 -2.21
H -3.73 -3.49 2.71
H -4.83 -2.18 2.34
H -3.27 -1.84 3.12
H -4.25 -4.12 0.44
H -3.53 -3.31 -0.95
H -4.96 -2.62 -0.15
H -1.90 -4.12 1.27
H -1.14 -2.65 1.87
H -1.19 -2.99 0.13
H -4.52 -0.31 1.63
H -0.90 -0.40 0.93
H -1.88 -0.57 2.35
H -1.38 1.66 2.36
H -3.03 1.63 1.76
H 0.52 2.07 0.83
H 1.29 3.35 -1.15
H -2.76 3.83 -2.41
H -3.53 2.56 -0.44
H -2.85 0.39 -1.19
H -3.66 -1.14 -1.49
H -0.15 0.31 -1.25
H 0.01 -3.38 -3.15
*
```

Properties
orbital gap	5.19	eV
relative energy (zero: lowest compared OMol25 entry of this formula, charge and spin)	0.5	kcal per mole

=====

Number 1: E_tot -44149.91920 eV. Number 2: E_tot -14471.05343 eV. Number 3: E_tot -17040.20395 eV. Number 4: E_tot -165563.14417 eV.